14
Properties=species:S:1:pos:R:3:nbo_charge:R:1 method="wB97M-V/def2-TZVPD" e_above_lowest_kj_mol=192.5 gap_ev=10.26 fmax_ev_per_a=3.70 charge=0 e_homo_ev=-9.72 spin_multiplicity=1
H 0.22 0.00 -2.24 0.339
N -0.40 0.66 -1.77 -0.684
C -0.26 0.59 -0.48 0.377
N -0.56 1.70 0.28 -0.798
C 0.64 -0.47 0.16 0.161
N 2.01 -0.28 0.15 -0.818
C -0.09 -1.49 0.59 -0.309
C -1.58 -1.27 0.33 0.230
N -2.73 -1.43 0.35 -0.302
H -0.74 1.52 1.26 0.380
H -1.30 2.24 -0.15 0.401
H 2.29 0.25 0.98 0.388
H 2.27 0.34 -0.62 0.384
H 0.22 -2.35 1.16 0.250

---

88
Properties=species:S:1:pos:R:3:lowdin_charge:R:1 method="wB97M-V/def2-TZVPD" e_above_lowest_kj_mol=366.2 gap_ev=5.12 fmax_ev_per_a=4.81 charge=0 e_homo_ev=-5.29 spin_multiplicity=1
C -1.58 -2.35 -4.90 -0.066
C -1.45 -3.19 -3.64 -0.236
H -1.87 -2.91 -5.78 0.063
H -0.58 -1.93 -5.05 0.078
H -2.27 -1.52 -4.76 0.072
C -0.77 -4.34 -3.61 -0.164
C -0.19 -4.89 -4.86 -0.149
H -0.48 -4.86 -2.68 0.090
H 0.46 -4.14 -5.38 0.068
H -0.96 -5.20 -5.60 0.077
H 0.44 -5.76 -4.64 0.055
La 0.97 1.47 -0.20 1.283
Cl -1.82 1.30 0.23 -0.086
Cl 3.26 2.21 -1.27 -0.228
H 1.56 5.59 3.54 0.104
H -1.11 6.39 3.35 0.096
C 1.46 5.41 2.46 -0.008
C -1.00 6.13 2.29 -0.016
N 0.07 5.15 2.08 -0.156
H 2.03 4.51 2.19 0.090
C -0.16 4.00 1.48 -0.244
O 0.82 3.19 1.25 -0.368
H -1.94 5.65 1.95 0.102
H -1.17 3.73 1.20 0.097
H 1.87 6.27 1.90 0.109
H -0.84 7.05 1.71 0.104
H 1.51 -1.35 -3.07 0.057
H 2.81 -4.44 -2.08 0.095
C 2.58 -1.45 -2.79 -0.024
C 3.47 -3.61 -1.77 -0.032
N 2.73 -2.36 -1.61 -0.156
H 2.98 -0.43 -2.56 0.056
C 2.35 -1.88 -0.39 -0.243
O 1.69 -0.80 -0.29 -0.301
H 3.96 -3.88 -0.83 0.089
H 2.62 -2.45 0.52 0.150
H 3.15 -1.89 -3.60 0.087
H 4.22 -3.47 -2.56 0.090
O -1.03 -1.38 -2.66 -0.293
C -1.72 -2.41 -2.33 -0.516
C -0.11 -3.60 -0.63 -0.086
C -1.36 -3.07 -0.93 -0.111
H 0.74 -3.40 -1.30 0.090
C 0.05 -4.49 0.44 -0.108
H -2.84 -2.25 -2.31 0.120
C -2.36 -3.11 0.04 -0.043
H 0.99 -5.04 0.54 0.099
C -1.05 -4.74 1.27 -0.128
C -2.22 -3.99 1.13 -0.109
H -3.26 -2.53 -0.13 0.109
H -0.97 -5.51 2.03 0.093
H -3.09 -4.14 1.79 0.101
Si -0.67 2.82 -3.58 0.329
Cl 0.30 1.04 -2.72 0.342
C 1.01 3.68 -3.66 -0.253
C -1.92 3.42 -2.32 -0.235
C -1.45 2.44 -5.24 -0.191
H 1.62 3.41 -2.78 -0.077
H 0.86 4.76 -3.71 0.026
H 1.56 3.30 -4.53 0.043
H -0.76 1.93 -5.94 0.040
H -1.68 3.45 -5.63 0.039
H -2.37 1.84 -5.18 0.042
H -2.11 2.73 -1.46 -0.096
H -2.87 3.53 -2.87 0.036
H -1.55 4.40 -1.95 0.036
C -2.29 0.49 3.61 -0.164
C -0.80 0.76 3.84 -0.416
P 0.27 0.00 2.56 0.860
C 2.02 0.41 3.02 -0.429
C 2.42 -0.09 4.40 -0.161
C 0.10 -1.81 2.80 -0.382
C -0.14 -2.30 4.23 -0.139
H -2.57 0.77 2.58 -0.014
H -2.86 1.12 4.30 0.070
H -2.56 -0.56 3.78 0.065
H -0.59 1.84 3.81 0.071
H -0.46 0.38 4.82 0.063
H 2.66 -0.01 2.24 0.067
H 2.11 1.50 2.95 0.061
H 2.59 -1.16 4.41 0.066
H 3.36 0.39 4.68 0.071
H 1.68 0.16 5.17 0.064
H -0.72 -2.13 2.14 0.057
H 1.00 -2.28 2.38 0.071
H -1.03 -1.86 4.68 0.059
H -0.28 -3.39 4.20 0.072
H 0.72 -2.11 4.89 0.054

---

41
Properties=species:S:1:pos:R:3:mulliken_spin:R:1 method="wB97M-V/def2-TZVPD" e_above_lowest_kj_mol=338.9 gap_ev="3.71 / 4.84" fmax_ev_per_a=5.56 s2=2.0051 charge=-2 e_homo_ev="0.76 / -0.39" spin_multiplicity=3
Pt 0.06 -0.16 0.60 1.063
B 0.44 0.19 2.93 0.126
H -0.52 0.36 2.48 0.059
H 1.20 0.02 2.18 0.082
H 0.71 1.09 3.47 0.017
H 0.33 -0.62 3.63 0.005
B -0.19 -2.33 1.26 0.099
H 0.86 -2.06 1.31 0.019
H -0.85 -1.57 1.66 0.059
H -0.41 -2.53 0.23 0.017
H -0.41 -3.26 1.76 0.036
C 4.48 0.15 -1.24 0.009
F 4.19 -0.80 -2.02 0.000
F 5.75 0.29 -0.99 0.000
F 4.03 1.24 -1.73 0.000
S 3.56 -0.19 0.41 0.021
O 3.47 1.01 1.23 0.002
O 2.18 -0.58 -0.08 0.058
O 4.17 -1.30 1.07 0.004
C 0.92 2.63 -0.79 0.010
O 0.90 1.96 0.44 0.157
H 0.06 3.29 -0.80 0.002
H 1.85 3.20 -0.84 0.009
H 0.87 2.01 -1.69 -0.008
C -2.46 -1.93 -1.26 0.003
C -1.84 -0.63 -1.76 -0.026
C -2.52 0.58 -1.24 0.031
O -2.21 0.55 0.15 0.051
C -2.88 1.58 0.91 0.005
N -0.37 -0.65 -1.61 0.122
H -3.47 -1.95 -1.67 0.001
H -2.53 -1.96 -0.18 -0.005
H -2.05 -2.89 -1.58 0.000
H -2.10 -0.62 -2.82 0.002
H -3.60 0.45 -1.20 -0.001
H -2.40 1.54 -1.74 0.003
H -3.96 1.63 0.78 -0.001
H -2.45 2.57 0.74 -0.001
H -2.87 1.44 1.99 -0.001
H -0.13 -1.63 -1.75 -0.013
H 0.18 -0.10 -2.26 -0.014

---

78
Properties=species:S:1:pos:R:3:mulliken_spin:R:1 method="wB97M-V/def2-TZVPD" e_above_lowest_kj_mol=28.5 gap_ev="6.62 / 6.62" fmax_ev_per_a=0.32 s2=0.7619 charge=0 e_homo_ev="-7.14 / -7.12" spin_multiplicity=2
Ni 0.77 -1.09 0.19 0.847
C -3.13 -2.81 -0.92 0.005
C -1.85 -2.24 -0.99 0.002
N -1.13 -1.96 0.08 0.031
C -1.63 -2.29 1.29 -0.014
C -2.90 -2.85 1.46 0.010
C -3.66 -3.11 0.31 -0.008
C -3.36 -3.15 2.79 0.001
C -2.57 -2.92 3.86 0.001
C -1.25 -2.38 3.71 0.006
C -0.37 -2.16 4.78 -0.005
C 0.88 -1.65 4.54 0.002
C 1.24 -1.35 3.22 -0.002
N 0.43 -1.54 2.20 0.051
C -0.79 -2.05 2.43 -0.005
H -3.67 -3.02 -1.83 0.000
H -1.40 -2.01 -1.95 -0.004
H -4.64 -3.55 0.40 -0.001
H -4.35 -3.57 2.91 0.000
H -2.92 -3.16 4.86 0.000
H -0.69 -2.41 5.79 0.000
H 1.58 -1.48 5.34 0.000
H 2.22 -0.94 2.99 -0.001
S 5.80 1.59 -4.22 0.001
C 4.65 1.00 -3.21 0.001
S 2.98 0.88 -3.63 -0.002
C 2.43 0.20 -2.12 0.010
C 3.36 -0.05 -1.16 -0.004
S 3.06 -0.75 0.39 0.063
S 4.99 0.40 -1.62 -0.001
S 0.74 -0.22 -1.93 0.040
C 3.15 2.75 1.16 0.000
Ge 1.70 3.23 -0.06 0.001
C 2.49 3.97 -1.69 0.000
C 0.65 4.62 0.86 0.000
Ge 0.00 1.54 -0.55 -0.009
C -1.07 1.23 1.07 0.003
C -0.46 1.38 2.32 -0.015
C -1.19 1.24 3.49 0.002
C -2.54 0.94 3.43 -0.004
C -3.16 0.79 2.20 0.003
C -2.43 0.95 1.03 -0.012
C -1.30 2.25 -1.86 0.004
C -2.22 1.40 -2.47 -0.002
C -3.15 1.88 -3.38 0.000
C -3.17 3.23 -3.71 0.000
C -2.26 4.09 -3.12 0.000
C -1.33 3.60 -2.20 -0.001
H 3.67 3.68 1.42 0.000
H 3.86 2.08 0.69 0.001
H 2.79 2.29 2.07 0.000
H 2.85 4.98 -1.48 0.000
H 1.78 4.02 -2.52 0.000
H 3.34 3.36 -2.01 0.000
H 1.32 5.45 1.11 0.000
H 0.24 4.23 1.79 0.000
H -0.17 5.01 0.26 0.000
H 0.60 1.59 2.38 0.006
H -0.70 1.37 4.45 0.000
H -3.11 0.82 4.35 0.000
H -4.22 0.56 2.15 0.000
H -2.94 0.85 0.08 0.000
H -2.21 0.34 -2.24 -0.002
H -3.86 1.20 -3.84 0.000
H -3.89 3.60 -4.42 0.000
H -2.26 5.14 -3.38 0.000
H -0.62 4.29 -1.76 0.000
S 0.94 -4.66 0.44 0.000
C 1.54 -4.36 -1.06 -0.001
N 2.64 -3.64 -1.35 -0.002
C 2.84 -3.29 -2.75 0.000
C 2.22 -4.44 -3.55 0.000
S 0.81 -4.98 -2.53 0.000
H 2.99 -3.02 -0.63 0.002
H 3.90 -3.18 -2.97 0.000
H 2.33 -2.35 -2.98 0.000
H 2.92 -5.27 -3.66 0.000
H 1.88 -4.12 -4.53 0.000

---

12
Properties=species:S:1:pos:R:3:nbo_charge:R:1 method="wB97M-V/def2-TZVPD" e_above_lowest_kj_mol=347.2 gap_ev=6.49 fmax_ev_per_a=3.72 charge=0 e_homo_ev=-7.59 spin_multiplicity=1
C -1.79 -1.24 -0.05 -0.409
C -0.91 -0.40 -0.72 -0.275
C 0.02 0.43 0.10 0.460
O 2.88 0.58 -0.39 -0.999
O 0.52 1.58 -0.37 -0.725
O 0.06 0.39 1.50 -0.728
P 2.16 -0.69 -0.02 1.010
H -2.46 -1.85 -0.63 0.215
H -1.76 -1.00 1.02 0.223
H -0.82 -0.35 -1.82 0.233
H 1.52 1.39 -0.40 0.498
H 0.59 1.15 1.78 0.496

---

20
Properties=species:S:1:pos:R:3:nbo_charge:R:1 method="wB97M-V/def2-TZVPD" e_above_lowest_kj_mol=504.6 gap_ev="4.90 / 4.90" fmax_ev_per_a=4.94 charge=+1 e_homo_ev="-11.15 / -11.15" spin_multiplicity=1
C 0.59 0.93 1.02 -0.376
C 1.34 0.14 -0.02 0.079
C 1.98 1.11 -1.07 -0.644
C -0.68 1.44 0.88 0.031
N -1.40 1.17 -0.23 -0.814
N -2.46 -1.94 0.45 -0.093
N -1.27 -2.41 0.42 -0.308
O 0.41 -0.69 -0.79 -0.753
H 1.19 1.20 1.76 0.211
H 1.99 0.77 -2.03 0.209
H 3.02 1.21 -0.69 0.231
H 1.61 2.13 -1.13 0.238
H -0.96 1.98 1.73 0.225
H -2.43 1.38 -0.24 0.403
H -1.01 0.78 -1.03 0.406
H -3.19 -2.45 1.03 0.380
H -0.52 -1.66 0.04 0.479
H 1.94 -0.54 0.44 0.183
H -1.05 -3.38 0.87 0.419
H 0.91 -1.17 -1.40 0.494

---

11
Properties=species:S:1:pos:R:3:nbo_charge:R:1 method="wB97M-V/def2-TZVPD" e_above_lowest_kj_mol=174.6 gap_ev=9.93 fmax_ev_per_a=4.59 smiles="[H]/P=C/OC(C)=O" charge=0 e_homo_ev=-10.15 spin_multiplicity=1
H -0.47 -2.55 2.99 -0.028
P 0.54 -2.26 2.05 0.451
C -0.41 -1.16 1.26 -0.289
O 0.29 -0.44 -0.03 -0.549
C -0.23 0.70 -0.44 0.796
C 0.58 1.23 -1.60 -0.712
O -1.20 1.23 0.04 -0.607
H -1.40 -0.76 1.37 0.230
H 1.61 0.90 -1.50 0.233
H 0.17 0.83 -2.52 0.240
H 0.52 2.31 -1.63 0.236

---

20
Properties=species:S:1:pos:R:3:nbo_charge:R:1 method="wB97M-V/def2-TZVPD" e_above_lowest_kj_mol=456.8 gap_ev="7.46 / 7.32" fmax_ev_per_a=1.17 charge=0 e_homo_ev="-7.40 / -7.39" spin_multiplicity=1
C -0.79 0.89 0.30 0.136
C 1.29 0.29 -0.59 0.022
C -2.10 1.54 0.00 -0.676
C -0.95 -1.35 0.16 0.480
N -1.70 -1.61 -0.97 -0.853
C 2.10 0.18 0.59 -0.279
C 3.39 -0.18 0.56 -0.376
O 0.15 1.00 -0.64 -0.402
O -1.26 -1.76 1.26 -0.635
H -0.48 0.80 1.34 0.184
H -2.48 -2.23 -0.88 0.397
H -1.29 -1.47 -1.88 0.390
H 0.18 -1.11 -0.13 0.133
H 1.77 0.28 -1.56 0.189
H 1.61 0.30 1.55 0.213
H -2.89 1.00 0.53 0.237
H -2.12 2.58 0.33 0.221
H -2.31 1.50 -1.06 0.226
H 3.96 -0.31 1.46 0.204
H 3.92 -0.32 -0.38 0.189